C48H96O36 | the ωB97M-V functional and the def2-TZVPD basis

Output
* total energy: -4595.2347 hartree
* molecular weight: 1249.3 g/mol
* E_LUMO: 0.435 eV
* HOMO level: -10.56 eV
* gap between HOMO and LUMO: 11.00 eV
* SMILES: CCOC(=O)OC.CCOC(=O)OC.CCOC(=O)OC.CCOC(=O)OC.CCOC(=O)OC.CCOC(=O)OC.CCOC(=O)OC.CCOC(=O)OC.CCOC(=O)OC.CCOC(=O)OC.CCOC(=O)OC.CCOC(=O)OC

Positions of all 180 atoms, in Å:
C 15.332 19.940 15.413
C 14.489 19.439 16.630
O 13.600 20.487 17.088
C 14.162 21.347 17.948
O 15.206 21.176 18.513
O 13.269 22.380 18.146
C 13.729 23.238 19.209
H 14.695 20.089 14.527
H 16.001 19.174 14.981
H 15.915 20.828 15.654
H 15.071 19.068 17.456
H 13.828 18.661 16.235
H 12.834 23.792 19.523
H 14.553 23.825 18.869
H 13.989 22.719 20.096
C 21.902 13.630 16.817
C 20.637 13.143 16.099
O 19.605 13.087 17.071
C 18.386 12.641 16.617
O 18.178 12.030 15.569
O 17.457 13.055 17.447
C 16.178 12.583 17.090
H 22.244 12.978 17.593
H 21.569 14.523 17.329
H 22.627 13.853 16.033
H 20.844 12.207 15.609
H 20.343 13.885 15.310
H 16.168 11.508 16.932
H 15.828 13.019 16.159
H 15.401 12.801 17.853
C 18.411 22.444 26.732
C 18.867 21.168 26.033
O 19.796 21.527 25.093
C 20.198 20.557 24.233
O 19.941 19.396 24.391
O 20.816 21.132 23.223
C 21.086 20.297 22.036
H 17.908 23.123 26.108
H 19.317 22.976 27.078
H 17.839 22.086 27.588
H 17.998 20.568 25.720
H 19.446 20.624 26.809
H 21.977 20.649 21.529
H 20.285 20.366 21.300
H 21.197 19.255 22.387
C 18.024 17.824 14.068
C 19.130 16.872 14.501
O 19.166 15.664 13.737
C 18.122 14.819 13.850
O 17.184 14.899 14.602
O 18.332 13.925 12.885
C 17.215 12.993 12.721
H 18.415 18.316 13.125
H 17.909 18.567 14.832
H 17.056 17.317 13.886
H 19.007 16.645 15.553
H 20.156 17.312 14.423
H 17.180 12.278 13.581
H 17.399 12.513 11.773
H 16.382 13.662 12.699
C 17.036 17.520 25.349
C 16.567 17.552 26.760
O 16.242 18.940 27.111
C 16.065 19.228 28.388
O 15.864 18.389 29.279
O 16.030 20.540 28.515
C 15.653 21.202 29.697
H 17.946 18.096 25.237
H 16.293 18.001 24.678
H 17.164 16.503 24.959
H 17.330 17.284 27.490
H 15.773 16.856 26.991
H 16.307 21.065 30.539
H 14.689 20.920 30.081
H 15.611 22.255 29.357
C 13.314 17.265 19.538
C 12.772 16.230 18.628
O 12.744 16.697 17.262
C 11.583 17.151 16.861
O 10.537 17.056 17.489
O 11.710 17.764 15.690
C 10.479 18.390 15.168
H 13.383 16.864 20.553
H 12.653 18.086 19.520
H 14.309 17.580 19.281
H 11.727 15.947 18.798
H 13.366 15.352 18.625
H 10.565 19.497 15.351
H 9.673 17.971 15.785
H 10.340 18.174 14.133
C 22.480 17.053 16.436
C 23.727 16.739 17.178
O 24.621 15.768 16.440
C 25.252 16.381 15.429
O 25.102 17.511 15.018
O 26.254 15.602 14.986
C 26.900 16.077 13.781
H 22.752 17.709 15.581
H 21.794 17.518 17.126
H 21.901 16.197 16.142
H 23.461 16.095 18.043
H 24.287 17.655 17.415
H 26.319 15.720 12.894
H 27.903 15.609 13.709
H 26.989 17.181 13.734
C 16.222 22.118 23.563
C 15.557 22.132 22.201
O 14.185 21.757 22.332
C 14.028 20.407 22.474
O 14.795 19.480 22.429
O 12.714 20.243 22.797
C 12.181 18.904 23.054
H 17.304 22.317 23.485
H 16.170 21.072 23.915
H 15.694 22.763 24.278
H 15.967 21.385 21.518
H 15.596 23.086 21.714
H 13.030 18.301 23.430
H 11.935 18.469 22.108
H 11.407 18.963 23.775
C 18.290 10.490 22.064
C 18.268 11.213 20.733
O 17.612 12.431 20.888
C 16.416 12.503 20.303
O 15.773 11.559 19.929
O 15.918 13.741 20.126
C 16.763 14.863 20.321
H 19.078 9.722 22.081
H 17.347 10.006 22.200
H 18.447 11.170 22.887
H 17.681 10.636 20.041
H 19.221 11.536 20.441
H 17.184 14.824 21.318
H 16.088 15.732 20.179
H 17.582 15.006 19.643
C 20.620 21.757 16.574
C 21.215 20.623 15.668
O 20.306 20.490 14.533
C 20.837 19.805 13.464
O 21.836 19.169 13.434
O 20.047 20.034 12.395
C 20.559 19.279 11.296
H 20.231 22.580 15.979
H 21.438 22.016 17.289
H 19.711 21.387 17.117
H 21.351 19.686 16.175
H 22.235 20.935 15.251
H 20.373 18.230 11.385
H 21.643 19.473 11.165
H 20.030 19.581 10.409
C 17.735 18.173 21.595
C 17.298 18.906 20.386
O 18.329 18.891 19.324
C 18.228 18.061 18.287
O 19.080 17.981 17.451
O 17.066 17.399 18.314
C 16.942 16.508 17.207
H 17.022 18.496 22.354
H 18.739 18.364 21.931
H 17.640 17.092 21.437
H 17.224 19.955 20.582
H 16.345 18.450 20.106
H 16.085 15.889 17.474
H 17.848 15.885 17.148
H 16.773 17.114 16.311
C 16.777 28.140 21.420
C 17.362 27.255 20.362
O 16.912 25.841 20.403
C 17.796 24.879 20.160
O 18.991 25.009 20.053
O 17.228 23.685 20.100
C 17.955 22.598 19.527
H 15.762 28.464 21.175
H 17.379 28.961 21.676
H 16.782 27.563 22.327
H 18.448 27.247 20.497
H 17.118 27.671 19.395
H 17.287 21.723 19.519
H 18.871 22.410 20.106
H 18.311 22.854 18.512